Entry 1:
C10H16O | wB97M-V/def2-TZVPD

The geometry in ORCA input format:
```
! wB97M-V def2-TZVPD RIJCOSX def2/J DEFGRID3
* xyz 0 1
C 1.960 -0.921 -0.344
C 2.184 -0.657 -1.791
C 1.247 0.282 0.299
C 1.654 1.530 -0.022
C 0.195 0.071 1.155
C 0.789 2.620 0.371
C -0.714 1.094 1.431
C -0.486 2.362 0.793
O -1.399 3.362 1.137
H 1.500 -1.914 -0.280
H 2.958 -0.994 0.224
H 2.589 0.333 -2.101
H 2.728 1.826 -0.443
H 0.287 -0.810 1.758
H 1.050 3.545 0.003
H -1.420 0.857 2.200
H -1.172 4.327 0.936
H 1.213 -0.778 -2.357
H 2.622 -1.695 -2.129
C -1.964 -1.666 -0.765
C -2.511 -1.988 0.567
H -1.910 -0.729 -1.186
H -0.973 -1.902 -0.890
H -2.365 -2.205 -1.454
H -2.809 -0.954 1.196
H -1.780 -2.584 1.231
H -3.473 -2.416 0.458
*
```

**Maximum force**: 6.37 eV Å⁻¹
**E**: -12673.7482 eV
**SMILES string**: CCc1ccc(O)cc1.CC
**E_HOMO**: -8.37 eV
**Energy above the lowest of the compared OMol25 structures with the same formula, charge and spin**: 3.977 eV

Entry 2:
C6H10 | wB97M-V/def2-TZVPD

The geometry in ORCA input format:
```
! wB97M-V def2-TZVPD RIJCOSX def2/J DEFGRID3
* xyz 0 1
C 2.648 -0.221 -0.017
C 1.303 0.340 -0.005
C 0.224 -0.510 0.208
C -1.189 -0.158 0.040
C -1.542 1.239 0.081
C -2.111 -1.152 -0.117
H 3.195 0.026 0.889
H 2.781 -1.326 -0.093
H 3.237 0.299 -0.859
H 1.093 1.444 -0.583
H 0.478 -1.596 0.422
H -2.631 1.231 -0.477
H -0.879 1.879 -0.560
H -1.646 1.564 1.311
H -1.866 -2.223 -0.155
H -3.094 -0.836 -0.087
*
```

**Maximum force**: 4.51 eV Å⁻¹
**E**: -6381.2935 eV
**SMILES string**: C=C(C)/C=C/C
**E_HOMO**: -8.27 eV
**Energy above the lowest of the compared OMol25 structures with the same formula, charge and spin**: 2.566 eV

Entry 3:
C6H12 | wB97M-V/def2-TZVPD

The geometry in ORCA input format:
```
! wB97M-V def2-TZVPD RIJCOSX def2/J DEFGRID3
* xyz 0 1
C -0.769 -1.405 -1.050
C 0.032 -0.107 -1.032
C 1.268 -0.415 0.417
C 0.299 0.086 1.498
C 0.048 1.394 0.753
C -0.722 1.119 -0.522
H -1.263 -1.571 -0.085
H -0.086 -2.236 -1.243
H -1.558 -1.451 -1.818
H 0.512 0.064 -2.007
H 2.279 -0.069 0.795
H 1.421 -1.441 0.153
H -0.536 -0.598 1.663
H 0.750 0.301 2.480
H -0.351 2.238 1.362
H 1.136 1.196 0.167
H -1.782 0.893 -0.353
H -0.677 2.003 -1.178
*
```

**Maximum force**: 4.40 eV Å⁻¹
**E**: -6413.1764 eV
**E_HOMO**: -9.30 eV
**Energy above the lowest of the compared OMol25 structures with the same formula, charge and spin**: 3.764 eV

Entry 4:
C27H28N3 | wB97M-V/def2-TZVPD

The geometry in ORCA input format:
```
! wB97M-V def2-TZVPD RIJCOSX def2/J DEFGRID3
* xyz 1 1
C -4.159 -4.137 -1.812
N -3.280 -3.006 -1.542
C -3.197 -2.280 -0.386
C -2.138 -1.341 -0.516
C -1.738 -0.303 0.349
C -0.489 -0.362 1.037
C 0.676 -1.004 0.522
C 1.930 -0.633 0.981
C 2.034 0.226 2.116
N 3.233 0.772 2.457
C 4.463 0.530 1.739
C 4.253 0.061 0.309
C 3.192 -1.041 0.276
C 3.476 1.519 3.669
C 2.225 2.089 4.325
C 1.075 1.087 4.276
C 0.868 0.508 2.891
C -0.362 0.286 2.302
C -1.539 -1.574 -1.807
C -0.474 -0.960 -2.455
C -0.220 -1.297 -3.797
C -1.095 -2.163 -4.481
C -2.128 -2.848 -3.805
C -2.318 -2.564 -2.458
H -4.372 -4.169 -2.884
H -3.699 -5.106 -1.554
H -5.103 -4.034 -1.272
H -3.804 -2.428 0.502
H -2.533 0.229 0.879
H 0.600 -1.776 -0.246
H 5.038 1.470 1.764
H 5.048 -0.223 2.300
H 3.948 0.913 -0.314
H 5.218 -0.306 -0.059
H 3.622 -1.941 0.750
H 2.972 -1.282 -0.768
H 4.019 0.867 4.382
H 4.173 2.331 3.406
H 2.497 2.337 5.357
H 1.946 3.016 3.806
H 1.322 0.265 4.978
H 0.162 1.566 4.640
H -1.273 0.581 2.825
H 0.091 -0.184 -1.931
H 0.627 -0.848 -4.312
H -0.960 -2.303 -5.557
H -2.774 -3.569 -4.299
N -1.795 1.476 -1.021
C -1.709 1.804 -2.322
C -1.747 3.126 -2.794
C -1.979 4.150 -1.872
C -2.129 3.812 -0.525
C -2.011 2.466 -0.143
H -1.580 1.001 -3.044
H -1.591 3.305 -3.854
H -2.052 5.194 -2.185
H -2.340 4.531 0.275
H -2.119 2.168 0.903
*
```

**Maximum force**: 2.71 eV Å⁻¹
**E**: -32917.3955 eV
**E_HOMO**: -10.05 eV
**Energy above the lowest of the compared OMol25 structures with the same formula, charge and spin**: 1.528 eV

Entry 5:
C52H73N4OPS2ScSeTe | wB97M-V/def2-TZVPD

The geometry in ORCA input format:
```
! wB97M-V def2-TZVPD RIJCOSX def2/J DEFGRID3
* xyz 1 1
Sc -0.252 0.326 -0.790
C -1.917 5.529 -1.147
C -2.985 4.519 -0.888
N -2.829 3.231 -0.957
C -4.013 2.576 -0.735
C -5.069 3.380 -0.426
S -4.593 5.012 -0.498
C -4.184 1.121 -0.877
C -5.362 0.621 -1.331
S -5.424 -1.060 -1.091
C -3.837 -1.016 -0.430
N -3.271 0.166 -0.432
C -3.306 -2.260 0.194
H -1.296 5.191 -1.975
H -1.282 5.646 -0.271
H -2.347 6.499 -1.393
H -6.079 3.096 -0.173
H -6.186 1.165 -1.769
H -3.762 -3.140 -0.259
H -3.574 -2.269 1.254
H -2.228 -2.311 0.102
C -0.979 0.157 6.544
C -0.474 1.387 5.786
C -1.276 2.617 6.237
C 1.014 1.589 6.113
C -0.638 1.222 4.281
C -1.295 0.145 3.698
C -1.345 0.051 2.321
N -0.810 0.943 1.493
C -0.233 2.024 2.034
C -0.120 2.176 3.405
C 0.338 3.012 1.083
C 0.812 4.243 1.505
C 1.488 5.083 0.624
C 1.638 4.614 -0.674
C 1.102 3.389 -1.029
N 0.442 2.598 -0.185
C 2.075 6.407 1.103
C 3.312 6.089 1.960
C 1.051 7.172 1.953
C 2.495 7.294 -0.071
H -0.816 0.300 7.613
H -0.442 -0.746 6.242
H -2.049 -0.002 6.393
H -1.150 2.766 7.311
H -2.341 2.484 6.032
H -0.942 3.523 5.727
H 1.151 1.604 7.196
H 1.399 2.531 5.719
H 1.617 0.775 5.705
H -1.754 -0.633 4.292
H -1.839 -0.788 1.851
H 0.399 3.038 3.799
H 0.671 4.544 2.533
H 2.179 5.177 -1.421
H 1.264 2.998 -2.024
H 3.044 5.487 2.831
H 3.769 7.016 2.313
H 4.055 5.538 1.380
H 0.805 6.646 2.877
H 0.126 7.347 1.398
H 1.464 8.143 2.232
H 3.334 6.865 -0.622
H 2.814 8.266 0.307
H 1.667 7.458 -0.765
Se 2.048 0.265 -1.554
C 0.617 1.412 -4.688
Te -1.072 1.699 -3.402
C -2.213 0.840 -5.008
C -1.243 0.494 -6.108
C -1.698 -0.117 -7.276
C -0.809 -0.461 -8.279
C 0.547 -0.198 -8.121
C 1.004 0.411 -6.965
C 0.113 0.766 -5.952
H 1.348 0.802 -4.161
H 1.058 2.390 -4.885
H -2.933 1.591 -5.329
H -2.766 -0.032 -4.660
H -2.756 -0.325 -7.393
H -1.172 -0.934 -9.183
H 1.248 -0.471 -8.901
H 2.062 0.613 -6.835
O -0.120 -1.789 -0.290
P 0.687 -3.090 -0.363
C 2.462 -2.852 -0.155
C 3.231 -4.201 -0.288
C 4.072 -4.503 0.952
C 5.029 -3.350 1.276
C 4.324 -1.972 1.226
C 2.805 -2.118 1.152
C 0.225 -4.138 1.072
C -0.821 -5.236 0.822
C -1.033 -6.064 2.094
C -1.442 -5.189 3.277
C -0.422 -4.075 3.511
C -0.231 -3.246 2.242
C 0.434 -4.101 -1.882
C -1.009 -4.069 -2.420
C -1.380 -2.813 -3.225
C -0.157 -2.219 -3.935
C 0.818 -3.333 -4.305
C 1.467 -3.883 -3.029
H 2.742 -2.160 -0.954
H 3.895 -4.150 -1.154
H 2.555 -5.042 -0.474
H 4.639 -5.420 0.785
H 3.420 -4.695 1.809
H 5.857 -3.366 0.565
H 5.464 -3.518 2.262
H 4.641 -1.409 0.345
H 4.596 -1.371 2.094
H 2.338 -1.132 1.138
H 2.441 -2.660 2.029
H 1.161 -4.631 1.365
H -0.511 -5.901 0.015
H -1.772 -4.782 0.526
H -0.099 -6.582 2.336
H -1.788 -6.831 1.912
H -1.555 -5.802 4.174
H -2.421 -4.738 3.071
H 0.538 -4.513 3.812
H -0.748 -3.428 4.329
H 0.472 -2.429 2.411
H -1.185 -2.790 1.975
H 0.581 -5.108 -1.487
H -1.716 -4.236 -1.609
H -1.103 -4.934 -3.079
H -1.854 -2.066 -2.585
H -2.130 -3.101 -3.966
H 0.366 -1.519 -3.275
H -0.459 -1.664 -4.819
H 1.594 -2.962 -4.975
H 0.285 -4.126 -4.842
H 2.243 -3.179 -2.728
H 1.966 -4.831 -3.243
*
```

**Maximum force**: 1.20 eV Å⁻¹
**E**: -187418.5794 eV
**E_HOMO**: -8.68 eV
**Energy above the lowest of the compared OMol25 structures with the same formula, charge and spin**: 0.845 eV

Entry 6:
C21H9Cl5N2OPdS4 | wB97M-V/def2-TZVPD

The geometry in ORCA input format:
```
! wB97M-V def2-TZVPD RIJCOSX def2/J DEFGRID3
* xyz 0 1
Pd 1.988 0.174 -1.209
Cl 3.515 1.732 -2.324
C 2.376 3.033 -2.292
C 1.164 2.950 -1.472
C 0.882 1.758 -0.914
Cl -2.736 -1.004 1.310
C 0.578 4.290 -1.565
Cl -0.871 4.830 -0.847
C 1.345 5.038 -2.388
Cl 1.065 6.647 -2.862
C 2.496 4.253 -2.833
Cl 3.761 4.847 -3.801
C -4.218 0.607 -1.289
C -3.845 1.675 -0.576
C -2.524 2.186 -0.233
C -1.329 1.655 -0.198
C -2.464 -1.301 -1.239
C -3.400 -0.522 -1.718
N -0.077 1.823 -0.038
N 0.650 1.529 1.063
C 0.388 0.334 1.797
C 0.448 0.397 3.192
C 0.355 -0.747 3.964
C 0.207 -1.995 3.371
C 0.173 -2.099 1.993
C 0.279 -0.959 1.211
H -5.250 0.591 -1.624
H -4.640 2.364 -0.313
H -2.525 3.239 0.035
H -4.000 -0.797 1.358
H -3.581 -0.916 -2.730
H 0.584 1.369 3.645
H 0.403 -0.666 5.042
H 0.127 -2.887 3.977
H 0.078 -3.069 1.527
O 0.396 -6.390 -1.673
C 0.690 -5.242 -1.512
S -0.479 -3.972 -1.089
C 0.710 -2.686 -1.008
C 1.997 -2.950 -1.319
S 3.293 -1.801 -1.399
S 2.346 -4.611 -1.718
S 0.215 -1.064 -0.559
*
```

**Maximum force**: 7.13 eV Å⁻¹
**E**: -136373.3265 eV
**E_HOMO**: -7.92 eV
**Energy above the lowest of the compared OMol25 structures with the same formula, charge and spin**: 10.466 eV

Entry 7:
C6H12NO | wB97M-V/def2-TZVPD

The geometry in ORCA input format:
```
! wB97M-V def2-TZVPD RIJCOSX def2/J DEFGRID3
* xyz 1 1
C -2.774 -0.427 -0.800
C -1.707 -1.434 -0.357
C 3.438 -0.221 -0.744
C 2.479 0.038 0.374
C -1.509 -0.063 0.021
C -0.440 0.906 0.279
N -1.357 0.563 1.341
O -0.529 2.267 -0.118
H -2.774 -0.146 -1.901
H -3.708 -0.461 -0.289
H -2.124 -2.185 0.387
H -1.093 -2.007 -1.105
H 4.345 -0.828 -0.343
H 2.923 -0.823 -1.385
H 1.928 -0.806 0.863
H 2.396 1.060 0.700
H 3.685 0.733 -1.146
H -1.009 -0.064 2.098
H -2.093 1.079 1.693
H -0.078 2.818 0.432
*
```

**Maximum force**: 6.06 eV Å⁻¹
**E**: -9940.4255 eV
**E_HOMO (spin up / spin down)**: -11.62 / -13.49 eV
**Energy above the lowest of the compared OMol25 structures with the same formula, charge and spin**: 6.679 eV

Entry 8:
H56O28 | wB97M-V/def2-TZVPD

The geometry in ORCA input format:
```
! wB97M-V def2-TZVPD RIJCOSX def2/J DEFGRID3
* xyz 0 1
O 8.783 -1.981 -10.703
H 8.438 -1.443 -11.416
H 9.664 -2.223 -10.991
O 13.865 -3.603 -9.354
H 14.198 -4.364 -9.830
H 13.936 -2.880 -9.977
O 14.152 1.880 -12.348
H 13.440 2.304 -11.867
H 13.775 1.057 -12.657
O 11.925 2.739 -11.079
H 11.871 3.693 -11.140
H 11.151 2.425 -11.548
O 16.338 -3.223 -13.474
H 16.424 -2.402 -12.990
H 15.826 -2.992 -14.249
O 13.712 -0.651 -13.812
H 13.485 -1.479 -13.389
H 14.523 -0.837 -14.285
O 15.585 4.034 -10.798
H 16.538 4.013 -10.718
H 15.351 3.160 -11.111
O 16.594 -0.547 -13.084
H 16.516 0.103 -13.782
H 16.897 -0.048 -12.325
O 11.461 -4.223 -10.139
H 12.250 -3.825 -9.771
H 11.104 -4.751 -9.425
O 13.186 -4.787 -14.351
H 13.401 -4.997 -13.442
H 12.957 -5.628 -14.745
O 11.643 -1.838 -11.499
H 11.604 -2.680 -11.047
H 11.473 -2.051 -12.417
O 11.940 2.712 -17.662
H 12.467 2.514 -18.436
H 12.064 1.957 -17.087
O 16.088 2.062 -14.167
H 15.313 1.918 -13.623
H 15.939 2.915 -14.575
O 8.392 -0.473 -13.447
H 8.053 0.231 -14.000
H 8.965 -0.977 -14.025
O 10.367 -5.545 -12.466
H 10.716 -6.360 -12.104
H 10.450 -4.912 -11.753
O 17.212 1.174 -10.915
H 17.107 1.203 -9.964
H 18.153 1.272 -11.057
O 16.610 2.127 -17.350
H 16.338 1.809 -16.489
H 17.479 2.500 -17.205
O 17.939 -5.084 -12.147
H 17.396 -4.386 -12.513
H 17.911 -5.780 -12.803
O 14.565 -1.053 -10.598
H 14.838 -0.277 -11.088
H 13.640 -0.900 -10.403
O 19.376 -0.802 -11.674
H 18.635 -1.191 -12.138
H 19.719 -1.512 -11.131
O 16.929 -2.665 -9.654
H 16.847 -3.282 -8.927
H 16.058 -2.279 -9.741
O 10.786 -2.441 -13.930
H 10.605 -2.012 -14.766
H 10.751 -3.377 -14.129
O 9.921 -0.323 -15.937
H 10.185 -0.563 -16.825
H 9.432 0.493 -16.045
O 11.660 0.470 -9.756
H 11.762 1.399 -9.963
H 11.430 0.062 -10.591
O 17.802 -4.432 -16.383
H 18.354 -4.909 -15.763
H 16.940 -4.409 -15.968
O 13.754 -1.955 -18.648
H 13.731 -2.337 -19.526
H 14.237 -1.136 -18.755
O 14.651 -2.878 -15.651
H 14.257 -3.740 -15.519
H 14.436 -2.652 -16.556
O 12.435 0.657 -15.952
H 12.829 0.246 -15.183
H 11.496 0.497 -15.854
*
```

**Maximum force**: 1.36 eV Å⁻¹
**E**: -58241.7841 eV
**E_HOMO**: -10.47 eV
**Energy above the lowest of the compared OMol25 structures with the same formula, charge and spin**: 2.756 eV

Entry 9:
C10H23N2OP | wB97M-V/def2-TZVPD

The geometry in ORCA input format:
```
! wB97M-V def2-TZVPD RIJCOSX def2/J DEFGRID3
* xyz 0 1
C -1.199 -2.177 0.495
C -0.947 -0.839 1.118
C -2.466 -2.458 -0.305
C -3.128 1.831 1.385
C 1.512 -0.767 -1.685
C 3.295 0.458 -0.403
C 2.195 -1.573 0.516
C 0.991 0.697 0.355
C -3.023 1.277 -0.114
C 2.013 -0.317 -0.294
N -0.440 2.299 -1.345
N -0.431 0.255 0.351
O -3.421 -1.730 -0.313
P -1.346 1.160 -0.760
H -0.417 -2.479 -0.280
H -1.040 -2.943 1.244
H -1.883 -0.587 1.607
H -0.185 -0.947 1.885
H -1.572 0.175 -1.710
H -2.739 -3.518 -0.708
H -2.648 1.132 2.036
H -2.730 2.818 1.421
H -4.168 1.809 1.587
H 1.281 -0.042 -2.413
H 2.334 -1.383 -2.152
H 0.695 -1.475 -1.670
H 3.086 1.192 -1.175
H 3.419 0.969 0.516
H 4.231 -0.011 -0.664
H 2.492 -1.178 1.456
H 2.993 -2.232 0.110
H 1.235 -2.091 0.595
H 1.073 1.678 0.092
H 1.322 0.818 1.445
H -3.618 1.865 -0.767
H -3.515 0.308 -0.157
H -0.889 2.905 -2.035
*
```

**Maximum force**: 5.53 eV Å⁻¹
**E**: -25057.6537 eV
**SMILES string**: CC[P@@H](=N)N(CCC=O)CC(C)(C)C
**E_HOMO**: -8.49 eV
**Energy above the lowest of the compared OMol25 structures with the same formula, charge and spin**: 1.436 eV

Entry 10:
C5H9NO2 | wB97M-V/def2-TZVPD

The geometry in ORCA input format:
```
! wB97M-V def2-TZVPD RIJCOSX def2/J DEFGRID3
* xyz 0 1
C -2.046 -0.113 -0.859
C 1.121 -0.021 1.156
C 2.338 0.897 1.195
N -1.107 -0.206 0.216
C 0.108 0.419 0.115
C -1.627 -1.279 -2.008
O 0.321 1.256 -0.738
O -0.620 -1.891 -1.886
H -1.161 -1.032 0.793
H -1.953 0.870 -1.326
H -3.069 -0.284 -0.515
H -2.292 -0.904 -2.792
H 0.642 -0.054 2.138
H 1.428 -1.041 0.911
H 3.046 0.565 1.952
H 2.834 0.899 0.227
H 2.035 1.917 1.420
*
```

**Maximum force**: 5.55 eV Å⁻¹
**E**: -10915.3793 eV
**SMILES string**: CCC(=O)NCC=O
**E_HOMO**: -9.14 eV
**Energy above the lowest of the compared OMol25 structures with the same formula, charge and spin**: 1.196 eV